A structure of composition C34H31BCrNO6. Source: OMol25; level of theory: the ωB97M-V functional and the def2-TZVPD basis.

XYZ file:
```
74
Properties=species:S:1:pos:R:3:forces:R:3
C -6.15760 0.76712 2.27589 -0.2682 -0.2914 0.1618
C -5.00301 -0.10301 2.02641 0.3796 1.4214 -0.1065
C -4.98137 -1.47305 1.90820 1.7806 -1.7067 -0.5021
C -3.62937 -1.81470 1.61846 -2.3808 -1.5380 0.2831
C -2.89400 -0.65361 1.56603 -0.1797 1.2169 -0.1734
B -1.27800 -0.53716 1.34093 0.1838 -0.3653 -0.5605
O -0.76629 0.56856 0.57516 -0.2369 -0.1185 1.1929
C -0.29812 1.60006 1.43638 0.3858 0.5105 -0.8493
C -0.43526 1.18488 2.89533 -0.1546 -0.0779 0.2484
N -0.66551 -0.28391 2.87647 0.3856 -0.2199 -0.3869
C -1.47716 -0.76887 4.01247 -0.0020 0.0586 0.3905
C 0.58195 -1.10801 2.78303 0.0555 -0.2878 -0.2911
C 0.19606 -2.28893 1.87921 -0.2109 -0.3035 -0.2681
O -0.75361 -1.83997 0.91464 -0.0891 0.8498 1.2804
O -3.74638 0.41768 1.83399 -0.0284 -0.7028 -0.0816
H -7.02337 0.10915 2.43536 0.1882 0.3499 -0.0369
H -6.02355 1.39093 3.17007 0.0942 -0.0061 -0.2700
H -6.36735 1.41028 1.41048 0.1769 0.0021 0.1684
H -5.83969 -2.13334 2.00095 0.2655 0.1876 -0.0039
H -3.24953 -2.83534 1.46866 -0.1097 0.7547 -0.0122
H 0.76157 1.77205 1.20871 -0.4430 0.1692 -0.0466
H -0.85237 2.53413 1.24854 0.2376 -0.2697 0.0867
H 0.45136 1.41228 3.49838 -0.2442 0.0986 -0.0614
H -1.31322 1.67913 3.31718 0.1225 -0.2568 0.2150
H -0.84665 -0.77479 4.90913 -0.2617 0.0179 -0.0857
H -2.31775 -0.08930 4.17744 0.0816 -0.2296 -0.0675
H -1.83481 -1.78587 3.81824 0.1007 0.2437 0.0416
H 1.40609 -0.53144 2.34202 -0.6859 0.0359 0.2136
H 0.88935 -1.47674 3.77117 -0.0339 0.3195 -0.1397
H 1.07866 -2.67212 1.34199 -0.2498 -0.0656 0.3441
H -0.24152 -3.09838 2.50095 0.2728 0.2306 -0.3931
O 9.80327 -2.10522 1.75221 -3.9579 -1.3330 0.9927
C 8.71306 -2.37229 2.05342 4.5130 1.4869 -1.5282
Cr 6.92067 -2.41711 2.75704 1.1220 0.4028 -0.0150
C 6.88304 -0.62659 2.18029 0.6524 4.0931 -0.6771
O 7.00864 0.49933 1.90645 -0.6817 -3.5515 0.6788
C 7.82996 -1.70178 4.28524 2.4562 2.8180 3.0638
O 8.49797 -1.13383 5.04714 -2.4286 -2.2412 -2.4465
C 6.54315 -4.50001 3.18566 -0.5003 -1.2575 0.2004
C 6.55804 -4.29099 1.80036 0.3804 -0.2278 0.0617
C 5.72110 -3.30748 1.23512 -1.2833 0.0991 -1.5852
C 4.72675 -2.67431 2.02629 0.5785 -0.1643 0.7038
C 3.69616 -1.80159 1.52475 0.6496 3.0555 -1.6103
C 3.28872 -0.74079 1.03181 0.4706 -3.6197 1.5673
C 2.92349 0.45131 0.40252 1.1981 2.1702 -1.8044
C 3.08492 1.66416 1.21918 -0.1621 -0.4933 0.7374
C 3.23365 1.53144 2.63961 0.1798 0.2348 -0.1421
C 3.44114 2.64500 3.45351 -0.1941 -0.5730 0.1168
C 3.50016 3.93334 2.91851 0.4881 -0.2269 -0.5341
C 3.41829 4.08230 1.53068 -0.1918 -0.2583 -0.0110
C 3.15854 2.98205 0.72608 -0.0648 0.6512 -0.2206
C 2.85951 0.39033 -1.06145 -0.0782 -0.7950 0.7082
C 2.77520 -0.88915 -1.69444 -0.0408 -0.0847 -0.4812
C 2.80041 -1.01009 -3.08602 -0.1918 -0.2367 0.5248
C 2.85236 0.11880 -3.91318 0.4694 0.1182 0.5461
C 3.00759 1.37344 -3.31281 -0.1352 -0.0590 0.4080
C 3.01134 1.48590 -1.93143 -0.1529 0.7999 -0.7558
C 4.93421 -2.71309 3.42491 -1.9893 0.3727 0.3333
C 5.73528 -3.70883 4.00829 0.3881 -0.1196 0.2519
H 7.19572 -5.24079 3.62704 -0.0252 -0.0477 -0.0137
H 7.23116 -4.85656 1.15362 -0.1420 0.2218 0.2623
H 5.78808 -3.07157 0.16231 -0.2507 -0.4126 0.5586
H 3.19637 0.53427 3.08517 0.0823 0.3954 -0.0635
H 3.57990 2.50728 4.52605 -0.1293 -0.0021 -0.2727
H 3.69340 4.80124 3.54322 -0.1161 -0.1957 0.0075
H 3.55524 5.05408 1.05689 -0.2004 -0.2129 0.2140
H 3.00174 3.19782 -0.31592 0.0266 0.1447 0.5526
H 2.68561 -1.77783 -1.06732 0.0031 0.2043 -0.3579
H 2.78060 -1.99621 -3.54422 -0.1366 0.1589 0.1805
H 2.86384 0.03416 -4.99688 -0.0894 -0.1142 0.1969
H 3.14084 2.27219 -3.91255 -0.0713 -0.2555 0.1067
H 3.15767 2.47798 -1.55179 0.0797 -0.3207 -0.4120
H 4.36564 -2.00685 4.04267 0.0828 -0.6475 -0.1549
H 5.72693 -3.81480 5.08937 0.2611 -0.0042 -0.1779
```
Forces are in eV/Å.

Spin multiplicity: 3
<S²>: 2.025
Energy above the lowest of the compared OMol25 structures with the same formula, charge and spin (eV): 0.000
DFT total energy (eV): -78605.5845
Charge: +3

=====

A structure of composition C34H31Cl2N4O2RuSeSi2. Source: OMol25; level of theory: the ωB97M-V functional and the def2-TZVPD basis.

XYZ file:
```
77
Properties=species:S:1:pos:R:3:forces:R:3
Ru 0.07527 -0.15551 0.69280 0.1981 0.2002 0.0388
Cl 5.29122 0.33261 5.35946 -0.0011 0.0013 0.0061
C 4.43878 0.31144 3.83039 0.0433 -0.0032 0.0995
C 3.06084 0.25029 3.84942 -0.0406 0.0227 -0.0421
C 2.31401 0.23091 2.66058 0.1487 0.0452 -0.2481
N 0.94015 0.19142 2.59316 -0.1027 0.0528 0.2834
C 0.16282 -0.02014 3.74701 -0.1292 -0.0121 0.0232
O 0.61994 -0.42292 4.83402 0.0283 -0.0111 -0.0237
C -1.24570 0.25629 3.60213 0.2397 -0.0450 0.0524
C -2.09511 0.16162 4.73078 0.0441 -0.0406 0.1107
C -3.38971 0.58113 4.67093 0.0156 -0.0307 0.0870
C -3.86331 1.12423 3.43859 -0.0011 0.0256 -0.0997
C -3.00497 1.11258 2.36405 -0.0504 0.1029 -0.0952
N -1.74413 0.67006 2.38190 -0.1416 -0.0048 -0.0596
C 3.02963 0.30945 1.42109 -0.2117 -0.0240 -0.0210
C 4.42361 0.35442 1.44077 -0.0271 0.0263 0.0929
C 5.12489 0.34858 2.63505 0.0317 0.0037 -0.0551
Cl 6.87135 0.40068 2.57910 0.0358 0.0006 -0.0009
N 2.24965 0.29772 0.24633 0.2526 0.0613 -0.1308
C 2.83569 0.42122 -0.95298 -0.0857 -0.1104 -0.0970
O 4.01700 0.68392 -1.23438 -0.0856 -0.0264 0.1798
C 1.94050 0.22700 -2.17173 -0.1067 0.0264 0.0663
C 2.55228 0.29084 -3.42718 -0.1485 0.0058 0.1330
C 1.76207 0.22703 -4.55456 -0.1142 -0.0173 -0.0371
C 0.38225 0.12859 -4.40407 0.0712 -0.0001 -0.0363
C -0.13411 0.05564 -3.12356 -0.0022 0.0629 -0.0827
N 0.62617 0.07151 -2.03263 0.3036 -0.0670 0.0973
H 2.54128 0.19348 4.78863 -0.0088 -0.0083 0.0274
H -1.65858 -0.23161 5.63962 -0.0021 -0.0006 -0.0033
H -4.03617 0.51725 5.53898 0.0041 -0.0064 0.0048
H -4.86919 1.50455 3.32085 -0.0128 0.0079 -0.0068
H -3.36392 1.47882 1.40711 -0.0067 -0.0005 -0.0141
H 4.96673 0.40655 0.51591 0.0005 -0.0019 -0.0409
H 3.62364 0.41158 -3.46264 0.0165 -0.0091 0.0039
H 2.21001 0.27461 -5.54054 -0.0201 -0.0061 -0.0109
H -0.28649 0.10921 -5.25473 0.0136 0.0072 -0.0194
H -1.20435 0.00486 -2.96411 0.0325 0.0247 -0.0142
C -2.13503 -2.05368 -1.72172 -0.0926 -0.0702 0.2049
Si -2.10904 -0.79259 -0.27469 -0.0585 -0.0240 -0.0904
C -3.28961 -1.71558 0.89814 0.0611 0.0856 -0.1124
C -3.00260 0.73779 -1.00863 0.0715 -0.0824 0.0365
C -4.25818 0.65956 -1.61585 -0.0457 -0.0831 0.0020
C -4.86004 1.77262 -2.17986 -0.0516 0.0539 -0.0431
C -4.20379 2.99767 -2.15034 -0.0458 0.0202 -0.0235
C -2.95994 3.09084 -1.54731 0.0436 0.0379 0.0270
C -2.34645 1.97601 -0.96910 0.0694 0.0666 0.0644
Si -0.65222 2.09213 -0.09763 0.0523 0.0351 -0.0421
C -0.76377 3.40932 1.27047 0.0018 -0.0814 -0.1595
C 0.49601 3.01485 -1.31847 -0.1261 0.0294 0.0945
H -3.07623 -1.93489 -2.26925 -0.0413 -0.0088 -0.0102
H -2.12845 -3.05556 -1.28272 0.0384 0.0064 -0.0104
H -1.32428 -1.99417 -2.43800 0.0545 0.0080 -0.0163
H -4.11117 -2.11900 0.29587 -0.0453 -0.0245 0.0076
H -3.70568 -1.12480 1.71093 0.0275 0.0325 -0.0276
H -2.75086 -2.56080 1.33149 0.0496 -0.0342 -0.0136
H -4.78359 -0.29080 -1.64558 0.0011 -0.0239 0.0015
H -5.83784 1.69051 -2.64276 -0.0020 -0.0044 0.0011
H -4.66482 3.87500 -2.59152 -0.0052 -0.0028 -0.0031
H -2.45720 4.05335 -1.52219 0.0121 0.0140 0.0007
H -1.04021 4.36183 0.80597 -0.0155 0.0559 0.0152
H 0.22020 3.53415 1.72734 0.0655 -0.0284 0.0002
H -1.47033 3.17527 2.06021 -0.0423 -0.0342 0.0110
H 0.20045 4.06988 -1.31817 0.0054 0.0129 -0.0023
H 0.45385 2.66058 -2.34635 -0.0222 -0.0705 -0.0544
H 1.53317 2.96871 -0.98164 0.0453 -0.0229 0.0301
Se 0.63034 -2.63600 0.95740 -0.2955 -0.3940 -0.0581
C 1.66477 -3.32221 -0.50118 0.2624 0.2034 0.0309
C 1.21057 -3.51017 -1.80380 -0.2122 0.0308 0.0348
C 2.05140 -4.00627 -2.78955 0.0178 -0.0198 -0.0581
C 3.36707 -4.33443 -2.49772 0.0102 -0.0043 -0.0011
C 3.83165 -4.15618 -1.20098 0.0412 -0.0199 -0.0434
C 2.99486 -3.65236 -0.21900 -0.0470 0.0666 0.0054
H 0.18535 -3.27121 -2.04896 0.0321 0.0127 0.0320
H 1.66931 -4.13203 -3.79665 0.0039 0.0032 -0.0066
H 4.02453 -4.71347 -3.27128 0.0006 0.0005 0.0010
H 4.86047 -4.39062 -0.95364 0.0075 0.0009 -0.0042
H 3.37329 -3.48316 0.78117 -0.0067 0.0054 0.0119
```
Forces are in eV/Å.

Spin multiplicity: 6
<S²>: 8.793
DFT total energy (eV): -154547.5432
Charge: -2